A.
A cluster of 2 separate species, C4H11S in total, computed with ωB97M-V/def2-TZVPD.

Element x y z (Å)
C -5.193 -0.881 -3.651
S -5.132 -0.145 -1.870
H -6.208 -0.935 -4.115
H -4.719 -2.001 -3.805
H -4.541 -0.285 -4.264
C 1.196 -0.245 1.906
C 2.742 0.045 1.991
C 3.118 1.256 1.051
H 1.004 -0.570 0.798
H 0.991 -1.159 2.519
H 0.475 0.549 2.259
H 3.112 0.359 2.960
H 3.189 -0.854 1.718
H 4.242 1.461 1.215
H 2.822 2.287 1.275
H 2.904 1.117 0.014

Its total charge is -1. Its multiplicity is 1. The HOMO-LUMO gap comes out at 4.918 eV.

B.
A cluster of 2 separate species, C4H11S in total, computed with ωB97M-V/def2-TZVPD.

Element x y z (Å)
C -0.454 -4.206 1.408
C 0.957 -3.987 2.002
H -0.483 -4.389 0.282
H -1.144 -4.989 1.866
H -0.861 -3.179 1.624
H 1.375 -5.025 1.999
H 0.574 -3.834 3.058
H 1.500 -3.129 1.608
C -0.810 3.193 0.202
C 0.300 2.207 -0.247
S 0.056 1.655 -1.998
H -1.160 3.794 -0.675
H -1.639 2.678 0.784
H -0.677 4.072 0.975
H 1.256 2.834 -0.259
H 0.406 1.442 0.515

Its total charge is -1. Its multiplicity is 1. The HOMO-LUMO gap comes out at 5.369 eV.

Stability, highest: A

A.
A structure of composition BrClFHN3O, computed with ωB97M-V/def2-TZVPD.

Element x y z (Å)
N -0.767 1.513 -1.152
N -0.809 1.209 -0.020
N -1.448 1.644 1.040
O -0.111 1.427 -2.171
F 1.293 -3.027 -0.507
Cl 2.162 -0.972 0.730
Br -2.062 0.476 2.255
H 1.742 -2.272 -0.174

Its total charge is -1. Its multiplicity is 1. The HOMO-LUMO gap (spin up / spin down) comes out at 6.209 / 6.400 eV.

B.
A structure of composition BrClFHN3O, computed with ωB97M-V/def2-TZVPD.

Element x y z (Å)
N 0.450 1.090 0.091
N -0.501 0.836 0.774
N -1.313 -0.014 1.090
O 1.171 2.089 0.057
F 1.302 -1.595 0.366
Cl 0.548 -0.227 -1.808
Br -2.272 -1.025 -0.334
H 0.614 -1.155 -0.237

Its total charge is -1. Its multiplicity is 1. The HOMO-LUMO gap (spin up / spin down) comes out at 6.946 / 6.929 eV.

Stability, highest: B

A.
An isolated molecule of C2H3Cl2NO2, computed with ωB97M-V/def2-TZVPD.

Element x y z (Å)
C -0.978 0.163 0.096
C 0.822 -0.072 -0.139
N 1.200 0.867 -1.075
O 1.788 1.870 -0.714
O -1.432 -0.753 0.961
Cl 0.905 -1.698 -0.804
Cl 1.509 0.000 1.507
H -1.058 1.162 0.518
H -1.348 0.101 -0.927
H -1.408 -1.641 0.575

Its multiplicity is 1. Its SMILES is O=NC(Cl)(Cl)CO. The HOMO-LUMO gap (spin up / spin down) comes out at 8.918 / 8.919 eV.

B.
An isolated molecule of C2H3Cl2NO2, computed with ωB97M-V/def2-TZVPD.

Element x y z (Å)
C -0.371 -0.186 1.021
C -0.370 0.060 -0.384
H -1.208 -0.562 1.285
H 0.048 0.703 1.601
H 0.172 -0.956 1.314
N 1.008 0.258 -0.833
O 1.425 1.361 -1.212
O 1.699 -0.781 -0.709
Cl -1.061 -1.375 -1.243
Cl -1.340 1.478 -0.841

Its multiplicity is 1. Its SMILES is CC(Cl)(Cl)[N+](=O)[O-]. The HOMO-LUMO gap comes out at 10.289 eV.

C.
A structure of composition C2H3Cl2NO2, computed with ωB97M-V/def2-TZVPD.

Element x y z (Å)
C -0.141 -0.828 0.469
C 1.807 -0.354 -0.754
N -3.321 1.321 0.397
O 0.046 -1.821 1.167
O 0.414 -0.071 -0.475
Cl -3.055 2.895 0.958
Cl -2.235 0.192 0.987
H 1.919 -1.245 -1.405
H 2.442 -0.548 0.106
H 2.125 0.458 -1.451

Its multiplicity is 1. The HOMO-LUMO gap (spin up / spin down) comes out at 8.957 / 7.088 eV.

Stability, highest: A

A.
An isolated molecule of C5H8ClNS, computed with ωB97M-V/def2-TZVPD.

Element x y z (Å)
C -2.356 -0.723 -0.217
C -0.417 0.829 -0.154
C 0.462 -0.042 0.632
C 1.766 -0.131 0.687
C 2.733 0.706 -0.098
H -3.174 -0.126 0.206
H -2.862 -1.352 -0.932
H -2.011 -1.469 0.568
H -0.879 -0.606 -1.441
H 0.118 1.465 -0.811
H -0.939 1.558 0.497
H -0.103 -0.738 1.257
H 2.312 1.554 -0.695
N -1.400 0.058 -0.917
S 4.288 0.402 -0.291
Cl 2.460 -1.386 1.712

Its multiplicity is 1. Its SMILES is CNC/C=C(/Cl)C=S. The HOMO-LUMO gap comes out at 8.051 eV.

B.
A cluster of 2 separate species, C5H8ClNS in total, computed with ωB97M-V/def2-TZVPD.

Element x y z (Å)
C 1.332 -1.690 0.231
C 0.061 -1.364 -0.159
C -2.938 -0.255 -0.001
C 0.862 1.491 0.521
C 0.467 0.973 -0.866
N -0.356 -0.282 -0.741
S -3.506 -1.712 0.114
Cl -3.429 1.292 0.259
H 1.697 -2.475 0.831
H 2.056 -1.063 -0.131
H -0.850 -1.985 0.090
H 1.673 0.786 0.918
H 1.452 2.450 0.396
H 0.165 1.499 1.379
H -0.125 1.603 -1.425
H 1.438 0.732 -1.416

Its multiplicity is 1. The HOMO-LUMO gap (spin up / spin down) comes out at 8.557 / 6.383 eV.

Stability, highest: A

A.
A cluster of 2 separate species, C3H6Cl2O2 in total, computed with ωB97M-V/def2-TZVPD.

Element x y z (Å)
C 0.615 -0.234 1.589
C 0.371 -0.515 -0.957
C -0.161 -0.444 0.528
O 0.995 0.547 -1.488
O -1.428 -1.026 0.451
Cl 1.398 -1.989 -1.158
Cl -1.595 2.402 -0.348
H 0.442 -0.419 2.592
H -1.943 2.932 -1.553
H 1.642 0.001 1.629
H -0.528 -0.597 -1.468
H 1.828 0.870 -1.083
H -1.636 -1.529 1.265

Its multiplicity is 1. Its SMILES is C=C(O)[C@@H](O)Cl.Cl. The HOMO-LUMO gap comes out at 10.015 eV.

B.
A cluster of 2 separate species, C3H6Cl2O2 in total, computed with ωB97M-V/def2-TZVPD.

Element x y z (Å)
C 0.304 -1.801 0.540
C -0.949 -0.116 1.814
C -0.085 -0.420 0.875
O -2.180 1.464 -1.455
O 0.437 0.502 -0.052
Cl -1.216 1.524 2.139
Cl -1.418 -1.360 2.885
H 0.889 -2.115 1.392
H -0.532 -2.455 0.438
H 0.774 -1.739 -0.509
H -2.434 0.443 -1.325
H -1.221 1.417 -1.537
H 0.226 1.458 0.093

Its multiplicity is 1. Its SMILES is CC(O)=C(Cl)Cl.O. The HOMO-LUMO gap comes out at 9.415 eV.

Stability, highest: B

A.
A cluster of 2 separate species, C3H5F2NO in total, computed with ωB97M-V/def2-TZVPD.

Element x y z (Å)
C -0.748 0.039 0.501
C 0.530 0.526 0.960
C 1.276 -0.434 -1.898
N 1.644 0.853 0.977
O 2.607 1.401 1.454
F 0.469 -1.500 -1.564
F 1.703 -0.504 -3.151
H -1.611 0.529 1.128
H -0.813 -1.039 0.577
H -0.818 0.362 -0.550
H 2.162 -0.333 -1.344
H 0.598 0.426 -1.805

Its multiplicity is 1. Its SMILES is CC#[N+][O-].FCF. The HOMO-LUMO gap comes out at 10.113 eV.

B.
An isolated molecule of C3H5F2NO, computed with ωB97M-V/def2-TZVPD.

Element x y z (Å)
C -1.080 0.401 1.026
C -0.585 -0.919 -0.970
C 1.420 0.690 0.227
N -0.189 0.056 0.093
O -2.174 0.010 1.142
F 1.950 0.542 -1.064
F 2.101 -0.130 1.055
H -0.550 1.191 1.660
H -0.579 -0.532 -2.048
H -0.054 -1.799 -0.926
H -1.615 -1.184 -0.737
H 1.355 1.675 0.543

Its multiplicity is 1. Its SMILES is CN(C=O)C(F)F. The HOMO-LUMO gap comes out at 10.907 eV.

Stability, highest: B